(1)
# C28H53BrN5OSm

A structure of composition C28H53BrN5OSm at a distorted geometry (ωB97M-V with the def2-TZVPD basis set, the OMol25 dataset).

Structure (XYZ):
```
89
Properties=species:S:1:pos:R:3:forces:R:3:mulliken_charge:R:1
Sm 10.498 9.743 8.635 -0.788 3.711 -0.590 0.47
C 6.840 8.494 10.405 -0.938 -1.371 0.554 -0.86
C 7.778 9.082 11.484 -0.010 -0.076 -1.078 -0.94
N 9.200 9.094 11.082 1.046 -0.094 1.152 0.30
C 9.950 7.862 11.467 -0.071 -1.269 -0.552 -0.81
C 9.960 6.774 10.311 0.040 0.698 0.900 -0.88
N 10.814 7.200 9.176 -0.030 -0.406 0.701 0.07
C 10.936 6.149 8.158 -1.421 0.353 -0.972 -0.77
C 11.459 6.712 6.824 0.634 0.790 -0.230 -0.10
C 10.472 7.452 5.907 -1.653 -0.862 0.863 -0.97
N 9.870 8.722 6.441 0.188 -0.891 -1.441 0.31
C 8.425 8.866 6.084 0.021 -0.455 0.990 -0.77
C 7.685 9.925 6.943 1.951 1.503 0.268 -0.98
N 7.799 9.777 8.429 0.584 -0.245 -0.337 -0.12
C 7.188 8.566 8.937 0.788 -0.562 -0.748 -0.18
H 5.805 8.853 10.548 0.487 0.283 0.123 0.43
H 6.700 7.382 10.561 0.292 0.975 0.159 0.31
H 7.614 8.502 12.398 0.087 0.210 0.125 0.32
H 7.515 10.127 11.668 -0.093 -0.109 0.046 0.43
H 9.646 9.839 11.641 -0.118 -0.304 -0.629 -0.08
H 9.441 7.356 12.318 0.353 0.348 -0.251 0.44
H 11.007 8.079 11.780 -1.000 0.160 -0.409 0.28
H 8.887 6.609 10.029 1.112 -0.008 -0.155 0.25
H 10.396 5.833 10.695 -0.520 0.184 0.203 0.56
H 11.763 7.305 9.575 -0.612 0.134 -0.204 0.29
H 9.922 5.671 8.013 0.870 0.556 0.037 0.29
H 11.581 5.357 8.495 0.442 -0.466 0.215 0.44
H 11.910 5.884 6.252 -0.161 0.340 0.098 0.54
H 12.263 7.456 7.005 -0.113 -0.756 0.112 -0.49
H 9.656 6.739 5.739 -0.181 0.109 -0.009 0.38
H 10.867 7.613 4.924 0.670 0.183 -0.483 0.43
H 10.316 9.477 5.899 -0.028 0.073 0.906 0.12
H 7.919 7.904 6.265 0.332 0.054 -0.140 0.41
H 8.350 9.070 4.999 -0.363 0.220 0.520 0.44
H 6.683 9.930 6.626 -1.634 -0.088 -0.366 0.71
H 8.144 10.916 6.721 -0.248 -0.624 0.175 0.05
H 7.542 10.585 9.000 -0.059 0.009 -0.939 0.29
H 7.887 7.744 8.692 -0.171 0.158 0.124 -0.08
H 6.293 8.321 8.362 -0.348 -0.008 -0.011 0.47
C 17.549 12.410 12.255 -0.267 0.489 -0.596 -1.56
C 16.998 12.388 10.808 0.777 0.015 -0.734 1.76
C 17.930 11.437 10.008 1.287 0.225 -0.182 -1.90
C 17.099 13.810 10.204 1.534 -0.081 -0.206 -1.57
C 15.588 11.885 10.702 -0.777 -0.826 -0.427 -0.87
C 15.246 10.821 9.836 0.166 0.270 0.500 -0.15
C 13.939 10.361 9.772 0.394 2.197 1.620 -0.47
Br 13.499 8.998 8.559 0.156 -0.051 -0.065 -0.15
C 12.947 10.993 10.578 -0.796 0.081 0.057 0.99
O 11.724 10.567 10.522 -0.873 -0.901 -0.200 -0.11
C 13.254 12.130 11.432 0.729 -1.220 -1.262 -0.96
C 14.575 12.518 11.447 0.246 -0.310 -1.014 0.13
C 12.262 12.787 12.372 -0.080 0.161 0.792 2.42
C 10.852 13.092 11.799 0.790 0.482 0.188 -1.35
C 12.861 14.141 12.864 -0.559 -0.083 -0.121 -2.09
C 12.151 11.815 13.586 -0.200 -0.021 0.646 -1.51
H 18.637 12.638 12.164 -0.774 -0.107 0.490 0.48
H 17.385 11.410 12.665 0.189 0.241 0.341 0.35
H 17.021 13.196 12.852 0.537 -0.745 -0.268 0.26
H 18.995 11.798 10.182 -1.144 -0.594 -0.325 0.42
H 17.765 11.413 8.900 -0.004 0.281 0.931 0.30
H 17.852 10.378 10.355 0.109 0.813 -0.046 0.40
H 18.186 14.103 10.132 -0.897 -0.157 0.267 0.40
H 16.579 14.596 10.752 -0.094 -0.219 0.155 0.32
H 16.752 13.817 9.179 -0.315 -0.046 -0.244 0.36
H 15.963 10.309 9.200 0.049 0.314 0.251 0.38
H 14.826 13.434 11.939 0.377 0.079 0.403 0.39
H 10.960 13.852 11.017 -0.166 -0.324 -0.114 0.32
H 10.210 13.541 12.571 0.224 -0.221 -0.004 0.48
H 10.402 12.195 11.409 -0.222 -0.138 -0.269 -0.01
H 13.111 14.804 12.004 -0.156 -0.438 0.560 0.39
H 13.759 13.966 13.468 -0.264 0.234 -0.047 0.36
H 12.104 14.656 13.480 0.343 -0.168 -0.147 0.45
H 11.873 10.795 13.283 -0.026 0.291 -0.198 0.16
H 11.389 12.146 14.323 0.311 0.008 -0.423 0.41
H 13.102 11.703 14.151 -0.360 0.273 -0.494 0.32
C 10.305 12.736 5.229 0.153 0.544 0.151 -1.69
C 11.025 12.491 6.600 0.981 2.283 -0.137 1.34
C 12.543 12.324 6.320 0.028 -1.194 -0.941 -1.42
C 11.017 13.812 7.480 -1.195 0.220 -1.718 -1.39
N 10.436 11.527 7.344 -0.184 -4.978 2.521 -0.23
H 10.787 13.569 4.701 -0.159 -0.001 -0.078 0.49
H 9.268 13.018 5.438 0.011 -0.042 -0.077 0.34
H 10.290 11.884 4.515 0.210 0.122 0.704 0.24
H 12.918 13.024 5.569 -0.028 0.281 0.133 0.40
H 12.755 11.320 5.883 -0.198 0.327 0.324 0.19
H 13.129 12.426 7.227 0.082 -0.045 0.267 0.27
H 11.340 14.593 6.791 0.310 0.596 0.384 0.48
H 11.626 13.757 8.378 0.172 -0.267 -0.114 0.10
H 9.977 14.040 7.759 0.241 -0.109 0.037 0.30
```
Positions in Å, forces in eV/Å.

For the gap between HOMO and LUMO (spin up / spin down), the calculation gives 5.2 / 5.5 eV. The value obtained for the HOMO energy (spin up / spin down) is -5.098 / -5.369 eV. Its total energy is -127339.54010 eV. Its spin multiplicity is 6.

(2)
# C36H53EuN4OP2

A structure of composition C36H53EuN4OP2 at a distorted geometry (ωB97M-V with the def2-TZVPD basis set, the OMol25 dataset).

Structure (XYZ):
```
97
Properties=species:S:1:pos:R:3:forces:R:3:mulliken_charge:R:1
C -0.058 -1.596 -2.204 -0.050 -0.473 -0.695 0.16
C -1.783 -1.652 -0.611 0.308 0.063 -0.224 -0.21
C -0.711 -2.515 -3.018 0.680 0.427 -0.034 -0.79
C -2.547 -2.462 -1.508 -0.012 -0.127 -0.317 -1.13
C -2.003 -2.915 -2.694 -0.445 0.427 0.559 -1.12
H -0.206 -2.868 -3.913 -0.149 -0.019 0.151 0.50
H -3.543 -2.773 -1.189 0.318 0.011 -0.122 0.45
H -2.562 -3.561 -3.364 0.021 0.038 0.185 0.43
N -0.599 -1.086 -1.079 -0.294 -0.265 0.778 1.02
P 1.895 0.472 -2.158 -0.155 -0.015 0.124 0.77
P -1.868 -1.067 2.350 1.724 -1.195 -2.556 2.34
C 1.364 -1.212 -2.639 -0.333 -0.362 -0.022 -1.12
H 2.079 -1.954 -2.242 -0.411 0.333 0.060 0.48
H 1.429 -1.312 -3.732 -0.014 -0.038 0.381 0.47
C 2.082 2.128 2.284 1.959 0.179 2.780 0.23
O 2.738 2.269 3.215 -1.911 -0.358 -2.685 -0.21
C -2.284 -1.600 0.735 -2.407 1.476 -0.341 -1.76
H -3.363 -1.833 0.733 0.215 -0.369 -0.285 0.50
C -2.282 -2.420 3.562 -0.440 -0.063 0.681 2.02
C -2.536 0.615 2.820 0.049 0.525 0.622 2.62
C 3.730 0.263 -1.789 -0.284 0.284 -0.627 1.70
C 1.406 1.483 -3.695 0.601 -0.196 0.268 2.00
C -1.102 -2.560 4.542 0.098 0.043 0.131 -1.66
H -0.930 -1.636 5.110 -0.021 -0.183 -0.081 0.30
H -1.342 -3.362 5.254 0.037 0.196 -0.117 0.53
H -0.172 -2.835 4.030 -0.232 0.095 0.067 0.23
C -3.570 -2.147 4.356 -0.136 -0.093 0.255 -1.96
H -3.502 -1.263 4.998 -0.167 -0.293 -0.181 0.31
H -4.443 -2.061 3.698 0.168 -0.066 0.177 0.41
H -3.748 -3.009 5.017 0.062 0.234 -0.182 0.51
C -2.503 -3.768 2.853 0.092 -0.033 -0.230 -1.62
H -2.774 -4.514 3.615 0.046 0.257 -0.097 0.59
H -3.318 -3.718 2.121 0.170 -0.029 0.164 0.27
H -1.605 -4.131 2.350 -0.212 0.121 0.110 0.37
C -2.204 0.968 4.285 -0.039 0.210 0.084 -1.76
H -1.121 1.034 4.451 -0.204 -0.071 -0.102 0.33
H -2.641 1.955 4.496 0.128 -0.183 0.038 0.49
H -2.623 0.270 5.016 0.188 0.259 -0.280 0.27
C -1.975 1.772 1.957 -0.135 -0.217 0.192 -1.97
H -0.917 1.996 2.199 -0.421 -0.191 -0.061 0.04
H -2.143 1.624 0.873 0.029 -0.068 0.371 0.14
H -2.534 2.683 2.225 0.130 -0.242 -0.116 0.75
C -4.062 0.587 2.601 -0.094 -0.092 -0.019 -1.87
H -4.569 -0.127 3.258 0.145 0.269 -0.194 0.38
H -4.465 1.585 2.822 0.081 -0.214 -0.066 0.50
H -4.310 0.339 1.560 0.059 0.053 0.183 0.33
C 2.080 2.863 -3.605 -0.076 0.065 -0.226 -1.95
H 1.698 3.491 -4.424 0.097 -0.088 0.197 0.54
H 1.852 3.377 -2.659 0.064 -0.159 -0.163 0.28
H 3.171 2.802 -3.723 -0.311 0.001 0.024 0.33
C -0.125 1.655 -3.627 -0.012 -0.011 0.034 -1.46
H -0.657 0.694 -3.659 0.161 0.174 0.021 0.20
H -0.441 2.202 -2.726 0.171 -0.182 -0.272 0.06
H -0.449 2.244 -4.499 0.070 -0.136 0.166 0.59
C 1.776 0.808 -5.025 -0.031 0.268 -0.241 -1.75
H 1.592 1.536 -5.831 0.048 -0.229 0.124 0.53
H 2.833 0.516 -5.081 -0.340 0.073 0.006 0.26
H 1.151 -0.068 -5.242 0.163 0.232 0.081 0.39
C 3.917 -0.872 -0.755 -0.029 0.124 -0.141 -1.89
H 3.785 -1.867 -1.201 0.020 0.281 0.186 0.39
H 4.945 -0.822 -0.365 -0.253 0.004 -0.126 0.58
H 3.235 -0.783 0.106 0.096 -0.038 -0.210 0.32
C 4.249 1.582 -1.184 0.118 -0.110 -0.098 -1.50
H 3.749 1.821 -0.233 0.082 -0.105 -0.173 0.15
H 5.324 1.471 -0.980 -0.216 0.104 0.002 0.52
H 4.118 2.436 -1.862 0.054 -0.228 0.185 0.28
C 4.477 -0.062 -3.085 0.676 -0.073 0.168 -1.79
H 4.086 -0.961 -3.584 0.044 0.252 0.148 0.29
H 4.470 0.777 -3.795 -0.040 -0.225 0.228 0.32
H 5.530 -0.260 -2.832 -0.152 -0.006 -0.182 0.52
Eu 0.283 1.083 0.177 -0.350 -1.091 0.220 0.87
N 0.139 -0.545 2.016 0.311 3.029 1.097 -1.01
C -0.236 -1.715 1.680 1.528 -3.653 0.087 -1.04
C 0.454 -2.988 1.389 -0.813 1.381 0.292 1.22
C 1.728 -3.216 1.943 0.550 -0.294 0.037 -0.34
C -0.123 -3.977 0.579 -0.202 -0.623 -0.308 0.28
C 2.356 -4.454 1.761 -0.270 0.380 -0.121 -0.87
H 2.195 -2.417 2.527 -0.112 -0.345 -0.078 0.47
C 0.516 -5.194 0.356 -0.108 0.592 0.219 -1.25
H -1.103 -3.790 0.147 0.285 -0.167 0.074 0.57
C 1.746 -5.439 0.971 0.276 -0.299 0.007 -0.71
H 3.321 -4.652 2.241 -0.382 0.089 -0.223 0.42
H 0.035 -5.933 -0.289 0.251 0.155 0.262 0.45
H 2.230 -6.407 0.836 -0.062 0.280 0.049 0.41
N -0.633 7.508 -1.010 0.030 0.133 -0.009 -0.45
C -0.605 6.161 -0.856 -0.035 -0.008 -0.035 1.04
C -1.700 5.363 -1.263 0.151 -0.552 0.128 -0.84
C -1.639 3.989 -1.084 1.066 0.328 0.440 -0.63
N -0.552 3.373 -0.531 -0.099 0.758 0.038 0.31
C 0.502 4.140 -0.133 -1.058 0.301 -0.520 -0.46
C 0.517 5.522 -0.284 0.102 -0.542 0.124 -0.77
H -1.434 7.974 -1.415 0.247 -0.190 0.127 0.20
H 0.143 8.087 -0.718 -0.257 -0.232 -0.093 0.20
H -2.582 5.818 -1.712 0.189 -0.081 0.104 0.33
H -2.466 3.337 -1.385 0.338 0.264 0.107 0.52
H 1.354 3.605 0.335 -0.472 0.493 -0.404 0.25
H 1.382 6.102 0.040 -0.250 -0.144 -0.080 0.38
```
Positions in Å, forces in eV/Å.

For the gap between HOMO and LUMO (spin up / spin down), the calculation gives 4.0 / 5.8 eV. The value obtained for the energy above the lowest of the compared OMol25 structures with the same formula, charge and spin is 2.110 eV. As for the charge: +1. The value obtained for the HOMO energy (spin up / spin down) is -6.506 / -8.285 eV. Its total energy is -84095.34164 eV. Its spin multiplicity is 8.

(3)
# C4H6N2OS

A cluster of 2 separate species, C4H6N2OS in total at a distorted geometry (ωB97M-V with the def2-TZVPD basis set, the OMol25 dataset).

Structure (XYZ):
```
14
Properties=species:S:1:pos:R:3:forces:R:3:mulliken_charge:R:1
C -0.223 -1.206 -0.900 -1.680 3.627 2.229 -0.32
C -1.877 0.270 -0.018 1.227 -0.831 0.083 -0.14
C -1.542 -1.022 -0.409 2.081 1.288 -1.330 -0.44
C 0.214 1.011 -0.515 -0.851 -1.081 -0.952 0.74
N 0.613 -0.183 -0.909 0.875 -1.204 -0.621 -0.54
N -1.003 1.265 -0.084 0.175 1.280 0.499 -0.57
O 1.257 0.078 1.744 -1.170 2.696 0.683 -0.59
S 1.459 2.200 -0.713 -0.188 1.637 0.372 -0.27
H 0.265 -2.098 -0.924 0.716 -2.840 -1.012 0.50
H -2.756 0.486 0.542 -0.966 0.146 -0.149 0.42
H -2.191 -1.801 -0.575 -1.744 -1.610 0.470 0.46
H 2.073 0.532 1.949 0.389 -0.663 0.014 0.31
H 1.290 -0.834 1.623 0.944 -2.120 -0.129 0.29
H 2.421 1.299 -0.809 0.192 -0.325 -0.156 0.16
```
Positions in Å, forces in eV/Å.

For the gap between HOMO and LUMO, the calculation gives 9.6 eV. The value obtained for the energy above the lowest of the compared OMol25 structures with the same formula, charge and spin is 2.273 eV. The structure (SMILES) is Sc1ncccn1.O. The value obtained for the HOMO energy is -8.909 eV. Its total energy is -20107.06828 eV.

(4)
# CH4Br2OSi

A structure of composition CH4Br2OSi at a distorted geometry (ωB97M-V with the def2-TZVPD basis set, the OMol25 dataset).

Structure (XYZ):
```
9
Properties=species:S:1:pos:R:3:forces:R:3:mulliken_charge:R:1
C 3.284 -0.155 -0.846 0.675 -0.237 -1.477 -0.33
O 0.865 -0.192 -0.341 1.161 -1.793 -2.109 -0.14
Si 0.146 0.564 0.813 -1.644 3.276 2.922 0.34
Br 3.411 1.414 0.069 -0.065 0.734 0.175 -0.04
Br 3.777 -1.677 0.046 0.065 -0.479 -0.063 -0.03
H 3.166 -0.135 -1.950 0.121 -0.114 1.166 0.39
H 0.627 0.567 2.290 -0.484 -0.823 -1.052 -0.07
H -1.209 -0.046 0.374 0.538 0.287 0.648 -0.04
H 0.183 2.090 0.630 -0.367 -0.852 -0.210 -0.09
```
Positions in Å, forces in eV/Å.

For the gap between HOMO and LUMO (spin up / spin down), the calculation gives 8.6 / 7.7 eV. The value obtained for the energy above the lowest of the compared OMol25 structures with the same formula, charge and spin is 0.000 eV. The value obtained for the HOMO energy (spin up / spin down) is -7.985 / -10.573 eV. Its total energy is -151107.29510 eV. Its spin multiplicity is 3.